Formula: C26H43O7P2Pt
Source: the Open Molecules 2025 dataset
Level of theory: wB97M-V/def2-TZVPD

Calculated values
⟨S²⟩ = 6.051
Relative energy (zero: lowest compared OMol25 entry of this formula, charge and spin) = 0.0 kJ/mol
Gap between HOMO and LUMO (alpha / beta) = 7.90 / 6.59 eV
Total charge = +1
LUMO level (alpha / beta) = -0.0720 / -0.1987 hartree
Multiplicity = 5

Each line ends with the Mulliken spin population.
CARTESIAN COORDINATES (ANGSTROEM)
1 C -6.46 1.32 -0.52  0.20
2 C 0.83 3.55 1.98  -0.04
3 H 4.35 -0.16 3.80  0.00
4 H 1.35 2.12 -2.23  -0.02
5 H -1.18 2.71 2.10  0.01
6 H 1.42 5.13 3.34  0.00
7 H 1.40 4.87 0.31  0.01
8 H -2.87 -3.12 -2.69  0.00
9 H -0.35 2.76 3.66  0.00
10 H -1.44 -2.51 -3.53  0.00
11 C 2.78 0.47 0.79  0.26
12 O 0.66 -0.75 -2.22  0.06
13 H -0.24 4.21 0.19  0.01
14 O 1.15 -3.26 -1.79  0.00
15 H 4.61 3.27 0.34  0.00
16 H 0.72 -1.14 3.96  0.00
17 O 0.80 -1.65 0.14  0.17
18 H -7.42 0.85 -0.37  0.01
19 H 3.68 -1.52 4.71  0.01
20 C -1.38 -2.29 -1.36  0.02
21 C -6.16 1.90 -1.75  -0.08
22 C -2.71 3.14 -1.16  0.36
23 C 2.91 2.50 -0.78  0.03
24 C -4.30 1.97 0.31  0.18
25 H -4.71 2.96 -2.92  0.00
26 H -3.57 1.99 1.11  0.02
27 H -0.97 4.24 2.95  0.00
28 H 3.69 -2.98 2.68  0.00
29 C -1.78 -3.03 -2.64  0.00
30 O -1.55 0.17 -0.12  0.04
31 H 2.27 3.59 -2.53  0.00
32 C 0.53 4.57 0.88  0.02
33 H 2.84 0.04 4.71  0.00
34 C 2.33 1.77 0.43  0.20
35 C -0.49 3.28 2.72  -0.01
36 C 2.29 0.09 2.07  0.12
37 H 3.43 -0.14 0.19  -0.01
38 H -2.49 3.64 -2.09  -0.01
39 C 1.43 1.15 2.48  0.13
40 H 0.73 -2.14 2.50  -0.01
41 O -1.90 0.07 -2.68  0.00
42 C 3.42 -0.66 4.10  0.05
43 H 2.92 -2.46 1.18  -0.01
44 H 4.41 -1.67 1.75  0.00
45 H -1.94 3.08 -0.41  0.24
46 C -3.97 2.56 -0.94  0.01
47 H -2.62 -3.34 -0.28  0.00
48 C -4.95 2.52 -1.96  0.18
49 H -4.16 -0.18 -0.64  0.00
50 C 1.32 -1.81 3.35  0.04
51 H 2.02 3.53 3.82  0.00
52 H 0.13 5.46 1.35  0.00
53 C 1.83 4.19 2.97  0.04
54 H -5.76 0.92 1.47  0.00
55 C 3.80 1.55 -1.59  0.00
56 P 0.43 -1.94 -1.31  0.01
57 H -1.34 -4.03 -2.62  0.00
58 H -6.89 1.88 -2.55  0.00
59 H 1.58 -2.67 3.96  0.00
60 H 4.26 4.14 -1.15  0.00
61 C 3.80 3.65 -0.29  0.01
62 H 4.67 1.22 -1.02  0.00
63 H 1.68 -3.15 -2.59  0.00
64 H 2.79 4.40 2.49  0.00
65 Pt 0.54 0.53 0.13  1.39
66 H 0.86 1.14 3.39  0.01
67 C 1.82 2.98 -1.75  0.09
68 P -2.12 -0.62 -1.28  -0.01
69 H 1.04 3.58 -1.27  -0.02
70 C 2.62 -1.13 2.87  0.06
71 H 4.16 2.07 -2.47  0.00
72 O -1.72 -2.99 -0.18  0.00
73 O -3.65 -0.85 -1.15  0.01
74 H 3.24 0.67 -1.93  0.00
75 C 1.47 2.22 1.57  0.29
76 H 3.26 4.41 0.28  0.00
77 C 3.46 -2.12 2.06  0.01
78 H -0.95 0.02 -2.91  0.01
79 C -5.52 1.36 0.51  -0.09


Formula: C26H44BN10V
Source: the Open Molecules 2025 dataset
Level of theory: wB97M-V/def2-TZVPD

Calculated values
⟨S²⟩ = 0.761
Gap between HOMO and LUMO (alpha / beta) = 7.72 / 7.21 eV
Total charge = +1
LUMO level (alpha / beta) = -0.0854 / -0.0834 hartree
Multiplicity = 2

Each line ends with the Mulliken spin population.
CARTESIAN COORDINATES (ANGSTROEM)
1 H -0.38 4.33 4.02  0.00
2 C 3.19 -0.75 -2.75  0.00
3 H -2.45 1.04 -2.06  -0.01
4 H 1.09 1.76 6.25  0.00
5 C -2.77 -1.57 -1.31  0.01
6 H -1.60 3.28 5.93  0.00
7 C 4.66 -0.37 -2.49  0.00
8 H -0.21 0.10 0.54  -0.03
9 C 3.13 -1.86 -3.80  0.00
10 C -0.23 2.27 4.58  0.00
11 C -1.49 2.30 5.45  0.00
12 N 0.75 4.49 -4.03  0.00
13 N 1.27 -1.53 0.26  0.00
14 N -0.15 0.71 2.66  0.01
15 H -2.84 0.85 -3.76  0.00
16 C -2.44 0.32 -2.89  0.04
17 H 4.74 0.38 -1.70  0.00
18 C 1.01 2.51 5.46  0.00
19 B -0.06 -1.04 0.98  -0.06
20 H 2.10 -2.15 -4.02  0.00
21 H 1.41 0.26 -3.48  0.00
22 C -3.25 -2.58 -0.49  0.01
23 H -5.39 -1.33 -2.13  0.00
24 H 3.66 -2.76 -3.47  0.00
25 H 3.60 -1.53 -4.73  0.00
26 N 0.40 2.16 -1.42  -0.02
27 H 1.29 -3.10 3.70  0.00
28 H -3.26 -4.32 1.54  0.00
29 H 5.11 0.03 -3.40  0.00
30 C 2.22 -3.54 1.41  0.00
31 H 2.92 0.79 -4.21  0.00
32 H -3.84 -2.79 -3.51  0.00
33 H 2.51 1.30 -2.57  0.00
34 N 0.35 4.59 -1.72  0.00
35 H -1.20 3.23 2.89  0.00
36 C 2.46 0.48 -3.28  0.00
37 H -4.14 -3.18 -0.62  0.00
38 N 1.51 -0.76 -0.86  -0.03
39 H 1.26 -4.04 1.53  0.00
40 C -2.33 -2.70 0.55  0.00
41 H -2.59 -3.12 2.62  0.00
42 H 2.51 -3.11 2.36  0.00
43 H -1.45 1.55 6.24  0.00
44 N -0.05 -0.65 2.46  -0.01
45 C 0.29 -2.75 3.94  0.00
46 H -0.41 -3.39 3.43  0.00
47 H 0.99 4.98 -4.88  0.00
48 H 0.41 7.01 -3.81  0.00
49 H 0.10 -0.51 5.70  0.00
50 C -3.23 -1.91 -3.72  0.00
51 C -0.12 0.90 3.95  0.00
52 C 0.49 5.17 -2.90  0.00
53 H -5.13 0.03 -3.23  0.00
54 H 1.93 2.46 4.86  0.00
55 N 0.37 6.49 -2.95  0.00
56 V -0.24 0.33 -1.08  1.09
57 C -4.75 -0.47 -2.33  0.00
58 N -1.34 -1.81 0.35  0.01
59 H 3.89 -3.00 -0.96  0.00
60 H 2.97 -4.30 1.16  0.00
61 C 3.05 -2.37 -0.73  0.01
62 H 0.16 -2.92 5.01  0.00
63 C -3.30 -0.91 -2.56  -0.02
64 H -1.52 -4.26 1.78  0.00
65 H -1.41 0.03 -3.15  -0.02
66 C 0.03 -0.33 4.64  0.00
67 H 1.02 3.53 -3.97  0.00
68 H -2.38 2.11 4.85  0.00
69 H -2.21 -2.24 -3.90  0.00
70 C 0.09 -1.29 3.67  0.00
71 C -2.42 -3.65 1.69  0.00
72 C -0.32 3.36 3.53  0.00
73 C 2.18 -2.51 0.34  0.00
74 H -4.83 0.22 -1.49  0.00
75 H -3.61 -1.45 -4.64  0.00
76 H 0.56 3.36 2.87  0.00
77 H 0.10 6.97 -2.11  0.00
78 N -1.63 -1.12 -0.80  -0.01
79 H 5.25 -1.24 -2.18  0.00
80 C 2.59 -1.28 -1.46  0.01
81 H 0.96 3.49 5.93  0.00
82 C 0.37 3.31 -1.60  0.03


Formula: C26H44O9
Source: the Open Molecules 2025 dataset
Level of theory: wB97M-V/def2-TZVPD

Calculated values
Gap between HOMO and LUMO = 10.15 eV
Total charge = 0
LUMO level = 0.0242 hartree
SMILES = C/C(=C\C(=O)OCCCCCCCCC(=O)O)C[C@@H]1OC[C@@H](C[C@H]2O[C@@H]2[C@@H](C)[C@H](C)O)[C@H](O)[C@@H]1O
Multiplicity = 1

Each line ends with the Mulliken charge.
CARTESIAN COORDINATES (ANGSTROEM)
1 C -7.01 1.26 0.02  -0.65
2 C 2.60 -2.31 -0.30  -1.28
3 H -7.09 2.07 2.01  0.36
4 H -4.70 3.81 -0.32  0.30
5 C -4.32 2.86 0.06  -0.47
6 C 0.97 -1.81 1.52  -1.93
7 C -5.10 2.43 1.30  -0.65
8 H 1.56 -2.97 -2.08  0.56
9 C -4.56 -1.46 0.03  0.22
10 H 4.59 2.83 -2.69  0.38
11 H 3.57 0.75 2.16  0.51
12 H 3.08 -1.60 2.94  0.40
13 C 1.41 -2.22 -1.29  -0.40
14 H 0.15 -3.58 -0.18  0.74
15 C -6.50 -0.14 0.33  -0.72
16 H -8.10 1.22 -0.02  0.45
17 H -2.66 3.82 1.05  0.38
18 H 5.96 3.36 -1.71  0.46
19 H -2.23 4.14 -1.34  0.50
20 C 5.32 0.13 0.99  -0.29
21 H 2.22 -0.37 0.55  -0.58
22 H 5.01 2.24 0.93  0.35
23 O 5.51 -0.02 2.38  -0.62
24 C 0.03 1.71 -0.35  0.30
25 C -2.00 3.17 -0.90  -0.86
26 H -1.05 -1.39 -1.94  0.38
27 O 3.85 0.80 -1.22  -0.24
28 H -6.65 1.55 -0.96  0.27
29 H -2.31 -4.64 -0.76  0.37
30 O 1.22 1.47 -0.26  -0.66
31 H 0.70 -1.14 2.35  0.57
32 H 7.27 2.84 0.13  0.42
33 H 0.07 3.47 -1.51  0.39
34 C -2.68 -3.84 -0.12  -1.76
35 H -1.06 -3.13 -2.24  0.64
36 O -0.07 -1.68 0.57  -0.33
37 C 4.20 -0.10 1.90  -0.10
38 H -0.54 -0.11 0.02  0.21
39 O 1.36 -0.99 -1.96  -0.64
40 H -4.94 3.17 2.09  0.54
41 H -2.18 -3.91 0.84  0.29
42 H -4.71 1.48 1.65  0.19
43 C -3.24 -1.46 -0.62  -0.33
44 H 5.67 -0.71 0.40  0.49
45 H -7.13 -0.90 -0.14  0.43
46 C 3.47 -1.43 1.94  -1.42
47 O 3.82 -2.03 -0.92  -0.64
48 O -0.89 0.79 -0.22  0.01
49 H 1.50 -0.26 -1.34  0.19
50 H 7.65 1.13 -0.14  0.37
51 C -2.83 2.98 0.37  -0.52
52 C -6.61 2.31 1.06  -0.97
53 H -2.27 2.40 -1.63  0.28
54 C -2.41 -2.50 -0.72  1.07
55 H -3.74 -3.98 0.06  0.49
56 H -2.98 -0.51 -1.06  0.32
57 C 5.08 1.47 -1.09  -0.14
58 H -2.51 2.07 0.87  0.23
59 C 7.07 1.82 0.46  -1.81
60 H 4.31 3.49 -1.08  0.36
61 C 4.98 2.88 -1.68  -1.60
62 H -4.45 2.10 -0.71  0.26
63 C -1.12 -2.36 -1.46  -1.25
64 H -6.48 -0.34 1.41  0.40
65 O -5.08 -2.35 0.66  -0.66
66 H 3.79 -1.11 -1.24  0.43
67 H 5.78 0.87 -1.69  0.42
68 H -7.00 3.28 0.74  0.38
69 H 4.17 -2.23 1.70  0.42
70 H 2.68 -3.35 0.04  0.64
71 C 2.32 -1.40 0.91  3.08
72 O -5.18 -0.28 -0.20  -0.13
73 C -0.49 3.10 -0.64  -0.76
74 C 0.10 -2.54 -0.54  0.03
75 H 3.14 1.34 -0.82  0.20
76 H 1.02 -2.84 1.89  0.33
77 H 7.39 1.73 1.50  0.41
78 H -0.22 3.73 0.20  0.34
79 C 5.58 1.49 0.37  0.65


Formula: C26H45ClNPPm
Source: the Open Molecules 2025 dataset
Level of theory: wB97M-V/def2-TZVPD

Calculated values
⟨S²⟩ = 6.010
Gap between HOMO and LUMO (alpha / beta) = 5.32 / 5.37 eV
Total charge = -1
LUMO level (alpha / beta) = 0.0943 / 0.0944 hartree
Multiplicity = 5

Each line ends with the Mulliken spin population.
CARTESIAN COORDINATES (ANGSTROEM)
1 C 1.28 -0.91 -2.58  0.00
2 C -3.06 -2.32 -1.62  0.00
3 H 4.92 -0.52 -1.14  0.00
4 C -0.64 0.15 4.83  0.01
5 H -1.99 -2.33 3.16  0.00
6 H -0.03 1.84 -2.90  0.00
7 C 0.14 -2.66 3.00  0.00
8 C -0.77 1.48 4.84  0.00
9 Cl -2.30 0.39 2.35  0.00
10 H 0.65 5.89 -1.58  0.00
11 H -0.21 -2.39 5.61  0.00
12 H -0.44 4.64 0.26  0.00
13 C 0.61 4.44 0.03  0.00
14 C 0.09 -1.80 1.77  -0.10
15 H -2.57 -0.70 4.67  0.00
16 C 2.84 -0.03 -0.82  0.01
17 H -3.97 0.30 -2.11  0.00
18 H 2.98 0.18 0.25  0.00
19 C 2.37 -1.88 -3.07  0.00
20 C -1.67 -0.82 5.29  0.00
21 H -1.14 -0.11 -3.19  0.00
22 C 0.88 2.94 0.27  0.01
23 H -3.75 -2.01 -0.83  0.00
24 H 1.21 5.04 0.73  0.00
25 H 3.91 -0.41 -3.40  0.00
26 H -3.49 0.35 -3.81  0.00
27 P 0.03 0.29 -0.27  0.01
28 H -3.15 -3.41 -1.72  0.00
29 H 0.48 -3.66 2.67  0.00
30 H -1.96 -0.60 6.33  0.00
31 H 4.54 -2.03 -3.12  0.00
32 C 0.48 2.47 -2.16  0.00
33 C 0.17 3.95 -2.41  0.00
34 H 0.20 -2.35 0.82  0.01
35 C -3.27 -0.12 -2.84  0.00
36 H 2.91 0.94 -1.33  0.00
37 H -1.68 1.95 5.20  0.00
38 H 3.91 -1.90 -0.73  0.00
39 C -1.20 -2.82 3.74  0.00
40 C 2.31 0.02 2.52  -0.01
41 H -2.84 -2.03 -3.75  0.00
42 Pm -0.08 0.00 1.93  4.06
43 H -1.39 -2.47 -0.26  -0.01
44 H 1.56 2.31 -2.29  0.00
45 H 0.44 4.21 -3.44  0.00
46 C 3.94 -0.97 -1.32  0.00
47 C -1.63 -1.96 -1.20  0.01
48 H 0.91 -2.29 3.70  0.00
49 H -2.27 -0.11 -0.36  -0.01
50 C -1.21 -2.29 5.18  0.00
51 H -1.73 1.32 -2.34  0.00
52 H -0.99 2.36 -0.60  0.02
53 H -0.92 4.11 -2.31  0.00
54 H 0.29 -1.31 -2.80  0.00
55 H -4.50 -1.88 -3.19  0.00
56 C 0.92 4.84 -1.42  0.00
57 H 0.64 2.67 1.30  0.00
58 H 2.25 -2.84 -2.56  0.00
59 H 1.95 2.74 0.13  0.00
60 H -0.92 -2.34 -1.96  0.00
61 H 0.29 -0.29 4.45  0.00
62 H 1.42 -1.60 -0.54  0.00
63 C 0.08 2.09 -0.72  0.00
64 H -1.45 -3.89 3.75  0.00
65 H 2.23 -2.07 -4.14  0.00
66 C -1.50 -0.43 -1.07  -0.01
67 H 2.00 4.75 -1.60  0.00
68 N 3.42 0.03 2.82  0.01
69 C 1.45 -0.64 -1.07  0.00
70 H -1.88 -2.91 5.79  0.00
71 C -3.46 -1.64 -2.94  0.00
72 H 0.02 2.14 4.49  0.00
73 C 3.77 -1.32 -2.80  0.00
74 H 1.38 0.04 -3.12  0.00
75 C -1.84 0.24 -2.42  0.00


Formula: C26H45N3P2Ti
Source: the Open Molecules 2025 dataset
Level of theory: wB97M-V/def2-TZVPD

Calculated values
Gap between HOMO and LUMO = 6.65 eV
Total charge = +2
LUMO level = -0.2817 hartree
Multiplicity = 1

Each line ends with the Mulliken charge.
CARTESIAN COORDINATES (ANGSTROEM)
1 N 0.91 1.98 0.95  0.32
2 H -0.14 1.56 -3.52  0.43
3 H -2.55 1.30 1.92  0.32
4 N 3.67 5.66 1.48  -0.47
5 H -1.89 2.73 -2.55  0.39
6 H 2.80 0.10 4.25  0.55
7 H -0.07 1.66 3.41  0.25
8 H -1.21 3.88 1.24  0.41
9 H 3.55 -0.23 2.67  0.30
10 H -3.47 -0.38 -1.98  0.87
11 H 3.67 -1.42 0.94  0.41
12 H -4.85 -1.23 -0.31  0.46
13 H -3.80 2.15 1.00  0.63
14 C -1.76 -1.63 0.98  0.97
15 C 1.07 -2.02 3.18  -1.31
16 C 3.22 -1.80 0.01  -1.52
17 C 2.45 -0.73 -0.69  0.60
18 H -3.77 -1.28 1.67  0.55
19 H -3.50 2.60 -1.79  0.52
20 H 2.60 -2.66 0.28  0.24
21 P 1.11 -0.30 2.56  1.15
22 H 1.80 -2.62 2.63  0.35
23 H -2.62 1.15 -2.32  0.09
24 C 0.12 0.50 -3.39  -1.45
25 C 1.42 -0.97 -1.68  0.54
26 H -3.43 -2.95 1.32  0.59
27 H -4.33 -2.86 -0.63  0.41
28 C 1.04 0.31 -2.23  0.44
29 H 0.09 -2.46 3.00  0.33
30 H -1.45 -0.81 1.64  -0.28
31 C -3.95 -1.85 -0.41  -1.21
32 H 0.10 -2.22 -2.76  0.46
33 H 4.50 0.60 0.56  0.47
34 C -3.14 -1.33 -1.57  -0.39
35 H 1.30 -2.06 4.25  0.53
36 C 1.48 2.97 1.29  0.10
37 C 2.77 0.66 -0.72  0.96
38 C -2.98 1.43 0.92  -1.05
39 C 2.73 0.29 3.17  -1.12
40 H 4.04 -2.17 -0.62  0.35
41 P -1.70 1.98 -0.25  1.55
42 H 2.56 3.33 -1.35  0.48
43 H 0.98 3.21 -2.13  0.25
44 C 1.97 2.74 -2.06  -1.60
45 C 2.82 4.86 1.62  0.40
46 N 1.83 4.03 1.87  -0.60
47 H 0.99 -3.04 -1.47  0.25
48 H -1.05 0.20 3.60  0.31
49 C 1.87 1.32 -1.62  0.77
50 H -0.71 4.20 -0.43  0.35
51 C 1.06 -2.28 -2.26  -0.94
52 C -2.23 -2.09 -2.18  -0.49
53 C -2.51 2.14 -1.87  -1.31
54 H -1.78 -1.80 -3.13  1.35
55 C -0.89 -2.49 0.42  0.40
56 H -2.43 4.33 0.02  0.51
57 H 4.71 1.55 -0.91  0.34
58 C -3.24 -1.93 0.96  -2.08
59 H 0.31 0.52 4.72  0.53
60 C -1.39 -3.71 -0.30  -1.54
61 H -0.57 -4.43 -0.39  0.55
62 H -3.38 0.46 0.62  -0.16
63 H 3.77 2.20 0.42  0.18
64 H -2.92 -4.09 -1.75  0.60
65 H -2.17 -4.24 0.27  0.43
66 H -1.33 -4.01 -2.45  0.30
67 H 2.44 2.84 -3.05  0.33
68 H 0.18 -2.48 0.65  0.40
69 H -0.80 -0.07 -3.26  0.14
70 H 2.86 1.36 3.00  0.30
71 H 1.80 -2.62 -3.00  0.27
72 C 3.99 1.28 -0.13  -1.52
73 Ti 0.43 0.22 -0.12  -0.82
74 C -1.50 3.77 0.19  -1.42
75 C -0.03 0.60 3.68  -1.17
76 H 0.59 0.16 -4.33  0.28
77 C -1.99 -3.51 -1.73  -1.83


Formula: C26H45N9OPS
Source: the Open Molecules 2025 dataset
Level of theory: wB97M-V/def2-TZVPD

Calculated values
Gap between HOMO and LUMO = 4.58 eV
Total charge = -1
LUMO level = 0.0620 hartree
Multiplicity = 1

Each line ends with the Mulliken charge.
CARTESIAN COORDINATES (ANGSTROEM)
1 N -2.42 0.56 -2.62  -0.24
2 N -3.75 1.74 1.33  -0.46
3 C 2.64 -1.56 2.43  -0.60
4 H -1.54 3.85 0.87  -0.32
5 H -0.98 0.66 5.59  0.30
6 O 1.76 -3.71 1.52  -0.50
7 C -0.45 0.06 3.65  0.44
8 H -4.15 -2.02 -2.07  0.29
9 N 1.92 4.61 -2.30  -0.35
10 C 0.98 6.95 -1.58  -0.92
11 H -1.41 5.51 1.50  0.47
12 H -5.29 -0.75 -2.56  0.30
13 N -0.66 -0.54 2.70  -0.43
14 H -4.67 -0.80 -0.89  0.19
15 H -0.09 -6.90 -1.38  0.07
16 H -3.86 4.59 -0.01  0.35
17 H 0.80 0.89 1.04  -0.28
18 H 2.58 1.89 2.38  0.35
19 H -3.77 0.25 2.99  0.00
20 H -1.63 1.59 -5.13  0.22
21 C 5.47 -3.18 -1.26  -0.52
22 C 1.40 1.68 0.55  -0.05
23 C 5.19 -3.99 -2.45  0.32
24 H 1.78 -2.80 -0.37  -0.03
25 C -0.51 -7.46 -2.22  -0.55
26 H -0.54 -4.45 -0.70  0.20
27 H -0.45 -2.72 -0.56  0.29
28 H 2.42 -0.77 3.16  0.20
29 H 1.76 -4.54 -0.33  0.41
30 S 2.99 2.39 -2.03  -0.47
31 C 2.93 -0.90 1.05  1.14
32 N -1.22 2.81 -8.01  -0.37
33 H 1.14 -2.84 3.25  0.39
34 H -0.90 -6.75 -2.95  0.26
35 H 4.36 0.38 1.98  0.42
36 H 3.55 -2.09 2.75  0.41
37 H 1.11 7.66 -2.40  0.33
38 C 1.45 -2.52 2.24  -0.88
39 H 1.99 -0.87 0.49  -0.08
40 H 3.33 2.56 0.95  0.39
41 C -3.30 -0.11 -2.32  0.24
42 C -4.42 -0.97 -1.94  -0.76
43 N 4.98 -4.62 -3.39  -0.42
44 H 1.51 7.31 -0.70  0.26
45 C -3.82 2.56 0.53  0.46
46 H -0.08 6.87 -1.35  0.25
47 C 3.68 0.44 1.10  -0.93
48 P 1.60 1.27 -1.18  0.43
49 C -1.59 -8.33 -1.75  0.29
50 C 2.76 1.69 1.32  -0.89
51 H -3.25 1.94 -5.77  0.26
52 H 4.34 0.54 0.23  0.33
53 H -3.95 -1.49 3.25  0.25
54 H 6.48 -3.38 -0.90  0.33
55 N -3.18 -0.25 6.03  -0.54
56 C -0.85 4.61 1.23  0.01
57 C 1.50 5.64 -1.98  0.39
58 H 0.32 1.50 -1.76  -0.16
59 H 0.63 -1.91 1.83  0.57
60 C -0.18 0.83 4.87  -0.82
61 H 3.59 -1.61 0.49  -0.91
62 H 0.28 -8.05 -2.67  0.30
63 H -4.84 3.53 -1.03  0.35
64 H -5.28 -0.39 3.66  0.34
65 C -1.66 2.60 -6.98  0.22
66 H 4.76 -3.43 -0.47  0.08
67 H -0.73 -3.62 0.91  0.33
68 C 1.35 -3.65 0.17  0.35
69 C -3.65 -0.37 4.99  0.37
70 H -2.26 3.24 -5.07  0.23
71 N -2.43 -9.02 -1.39  -0.36
72 H 0.77 0.54 5.31  0.28
73 H 1.89 -0.12 -1.44  -0.10
74 H -0.13 4.85 0.45  -0.06
75 C -0.19 -3.65 -0.04  -1.17
76 C -0.14 4.10 2.40  0.27
77 C -3.90 3.61 -0.48  -1.05
78 N 0.44 3.68 3.29  -0.53
79 H -3.07 3.52 -1.18  0.31
80 H 5.37 -2.12 -1.49  0.22
81 C -2.23 2.33 -5.66  -0.57
82 C -4.20 -0.51 3.64  -0.29
83 H -0.14 1.89 4.63  0.17


The evaluated M for the records listed, in turn: 724.6 558.5 500.6 583.1 509.5 562.7 Da.